# CH2Cl3OPS2

CH2Cl3OPS2 as an isolated structure at a distorted geometry (ωB97M-V/def2-TZVPD, OMol25).

XYZ file:
```
10
Properties=species:S:1:pos:R:3:forces:R:3
C 0.702 -0.982 -2.648 0.87 1.52 0.66
O -0.489 1.494 2.795 0.99 1.14 2.05
P -1.098 0.855 1.501 -1.63 -1.94 -1.99
S 0.110 1.764 0.069 0.29 1.00 0.09
S -0.089 -1.012 1.811 0.00 -0.47 -0.36
Cl -0.746 -1.789 -2.878 -0.26 -0.52 0.00
Cl 2.062 -1.701 -1.898 -0.37 -0.47 -0.28
Cl 0.588 0.695 -2.241 -0.09 -1.01 -0.90
H -0.323 2.427 2.631 0.19 0.34 0.37
H -0.718 -1.752 0.858 0.02 0.41 0.35
```
Forces are in eV/Å.

Values from the calculation:
Net charge = 0
Energy above the lowest of the compared OMol25 structures with the same formula, charge and spin = 87.3 kcal per mole
Largest force on an atom = 3.22 eV/Å
HOMO-LUMO gap (alpha / beta) = 7.312 / 5.942 eV
LUMO (alpha / beta) = -1.2 / -2.4 eV
E_HOMO (alpha / beta) = -8.51 / -8.36 eV

=====

# C30H38AsBrClFeN3O5Si

C30H38AsBrClFeN3O5Si as an isolated structure (ωB97M-V/def2-TZVPD, OMol25).

XYZ file:
```
81
Properties=species:S:1:pos:R:3:forces:R:3
Fe 0.202 -0.554 -1.103 0.05 0.53 -0.57
C 3.766 -2.247 -1.645 -0.03 0.11 0.06
C 3.690 -0.786 -1.304 -0.06 0.12 -0.07
C 4.807 -0.089 -0.875 0.02 0.04 0.03
C 4.674 1.278 -0.614 0.00 0.00 -0.10
C 3.480 1.914 -0.836 0.03 0.03 -0.06
C 2.378 1.164 -1.332 0.14 0.16 -0.21
N 2.515 -0.174 -1.508 -0.16 -0.63 0.37
N 1.173 1.636 -1.637 -0.48 -0.37 0.35
Si 0.754 2.975 -2.561 0.06 0.11 -0.20
C 1.575 4.636 -2.164 0.14 0.03 0.25
C -1.089 3.290 -2.515 -0.20 -0.06 -0.04
C 1.272 2.679 -4.357 -0.03 -0.14 -0.12
H 4.312 -2.807 -0.885 -0.02 -0.01 0.00
H 4.290 -2.370 -2.597 0.01 -0.01 0.00
H 2.770 -2.663 -1.749 0.04 -0.05 -0.05
H 5.747 -0.604 -0.720 -0.01 -0.02 0.00
H 5.526 1.840 -0.246 -0.03 0.01 0.06
H 3.338 2.963 -0.613 0.03 -0.01 0.01
H 1.341 4.977 -1.150 0.00 -0.02 -0.03
H 1.252 5.411 -2.867 -0.04 -0.05 -0.01
H 2.664 4.552 -2.240 -0.04 0.02 -0.01
H -1.392 3.607 -1.515 0.03 -0.01 -0.03
H -1.628 2.367 -2.740 0.01 0.03 0.01
H -1.382 4.063 -3.234 0.06 0.00 0.01
H 2.366 2.648 -4.415 -0.04 0.00 0.00
H 0.917 3.445 -5.055 0.01 0.01 0.06
H 0.904 1.705 -4.693 0.00 0.05 0.00
Br 3.414 -5.189 1.355 -0.01 0.03 0.01
C 1.751 -4.493 1.980 -0.07 -0.04 -0.05
C 1.501 -4.637 3.336 -0.04 0.06 0.00
C 0.323 -4.140 3.875 0.04 -0.09 0.00
C -0.591 -3.498 3.058 -0.05 -0.02 -0.02
C -0.321 -3.349 1.709 -0.04 -0.09 0.02
C 0.846 -3.853 1.137 0.00 0.11 0.04
C 1.027 -3.668 -0.365 -0.14 0.00 0.25
O 1.548 -4.573 -1.007 -0.06 -0.01 -0.12
O 0.553 -2.578 -0.827 -0.07 0.62 -0.18
H 2.233 -5.124 3.966 0.02 0.01 -0.01
H 0.133 -4.253 4.936 0.01 0.04 0.00
H -1.504 -3.089 3.472 0.00 0.01 -0.01
H -1.015 -2.824 1.064 0.02 0.00 -0.01
C -4.427 0.660 -0.777 0.01 -0.22 -0.14
As -2.808 0.878 0.254 0.15 0.33 0.17
C -2.854 -0.165 1.855 0.00 -0.19 0.03
C -3.092 2.675 0.912 0.11 0.11 -0.03
O -1.396 0.930 -0.619 0.08 -0.57 0.06
H -5.276 0.996 -0.183 0.04 0.05 0.02
H -4.566 -0.377 -1.062 -0.02 0.03 0.02
H -4.324 1.277 -1.669 0.00 0.03 0.02
H -3.792 0.027 2.378 -0.02 0.04 -0.07
H -1.999 0.143 2.461 0.04 -0.03 -0.04
H -2.780 -1.217 1.597 -0.03 -0.02 0.01
H -4.069 2.777 1.386 -0.01 -0.06 -0.01
H -3.013 3.360 0.069 -0.04 0.00 0.01
H -2.304 2.904 1.629 -0.01 0.00 0.02
Cl 2.069 -0.382 4.690 0.02 0.02 -0.02
C 1.426 1.087 3.961 0.02 0.14 0.05
C 1.575 2.269 4.651 -0.06 -0.02 -0.05
C 1.051 3.464 4.159 0.00 0.06 0.01
C 0.387 3.419 2.923 -0.02 -0.11 0.03
C 0.251 2.247 2.220 0.04 0.04 0.10
C 0.758 0.979 2.696 -0.07 -0.20 -0.18
C 0.568 -0.196 1.992 0.15 0.23 0.03
H 2.106 2.261 5.597 -0.01 -0.06 0.00
H 1.162 4.389 4.710 0.02 0.00 0.00
H -0.030 4.335 2.510 0.03 -0.02 -0.05
H -0.220 2.238 1.243 0.08 0.03 -0.05
H 0.964 -1.144 2.313 0.03 0.01 0.04
H -0.034 -0.158 1.091 -0.05 -0.04 0.12
O -4.156 -2.896 0.258 0.01 0.07 0.09
C -3.558 -2.682 -0.786 0.09 0.05 -0.10
C -3.908 -3.390 -2.098 0.04 0.08 -0.12
C -3.108 -2.606 -3.127 0.02 -0.14 0.04
C -2.174 -1.774 -2.252 0.06 -0.17 -0.27
O -1.213 -1.168 -2.748 0.22 0.19 0.50
N -2.526 -1.800 -0.956 -0.01 -0.16 0.13
H -4.987 -3.385 -2.252 -0.02 -0.03 0.04
H -3.577 -4.427 -2.022 -0.03 -0.01 0.01
H -3.728 -1.925 -3.714 0.02 0.00 -0.04
H -2.519 -3.215 -3.811 -0.01 0.05 -0.04
```
Forces are in eV/Å.

Values from the calculation:
Net charge = -2
Largest force on an atom = 0.78 eV/Å
⟨S²⟩ = 6.01
HOMO-LUMO gap (alpha / beta) = 4.555 / 4.565 eV
2S+1 = 5
LUMO (alpha / beta) = 4.4 / 4.4 eV
E_HOMO (alpha / beta) = -0.20 / -0.21 eV

=====

# C2H3N5O

A single C2H3N5O molecule at a distorted geometry (ωB97M-V/def2-TZVPD, OMol25).

XYZ file:
```
11
Properties=species:S:1:pos:R:3:forces:R:3
N 2.362 -0.331 0.043 1.87 -0.78 -1.05
N 1.471 0.649 -0.122 -2.15 0.52 0.23
C 0.242 0.286 0.039 0.72 1.24 0.63
N -0.764 1.249 0.146 -1.03 -0.28 -0.49
C -1.984 0.841 0.067 1.65 0.44 0.73
N -2.264 -0.536 -0.243 1.39 -1.15 0.68
N -1.391 -1.414 -0.065 -1.61 1.50 -0.45
O -0.079 -0.998 0.437 -0.63 0.41 -0.53
H 1.916 -1.225 -0.206 1.16 0.06 0.17
H 3.298 -0.088 -0.406 -2.03 -0.72 0.73
H -2.806 1.566 0.311 0.66 -1.23 -0.65
```
Forces are in eV/Å.

Values from the calculation:
Net charge = 0
Energy above the lowest of the compared OMol25 structures with the same formula, charge and spin = 106.8 kcal per mole
Largest force on an atom = 2.28 eV/Å
HOMO-LUMO gap = 7.535 eV
LUMO = -1.1 eV
E_HOMO = -8.59 eV
SMILES string = N/N=c1/ncnno1

=====

# C42H30ClHfN7O2P

C42H30ClHfN7O2P as an isolated structure at a distorted geometry (ωB97M-V/def2-TZVPD, OMol25).

XYZ file:
```
84
Properties=species:S:1:pos:R:3:forces:R:3
Hf -0.482 0.343 0.459 0.27 1.17 -0.12
C 2.677 -0.102 -2.819 0.05 -0.05 -0.03
C 1.485 0.262 -2.201 0.01 0.01 -0.09
N 1.426 0.420 -0.882 -0.16 -0.19 0.11
C 2.557 0.237 -0.173 0.00 0.21 0.62
C 3.697 -0.231 -0.790 0.22 -0.04 -0.45
N 3.758 -0.395 -2.115 -0.06 0.03 0.27
C 2.487 0.665 1.256 -0.26 -0.02 -0.43
C 3.580 0.833 2.058 0.23 0.00 0.21
C 3.436 1.357 3.356 0.10 -0.02 -0.01
C 2.129 1.679 3.758 0.11 0.01 0.20
C 1.066 1.479 2.917 -0.15 0.03 -0.23
N 1.240 0.990 1.666 0.14 -0.06 0.09
C -0.344 1.811 3.252 0.57 -0.09 -0.14
C -0.771 2.201 4.507 -0.28 0.20 0.26
N -2.047 2.484 4.759 0.13 -0.05 -0.21
C -2.901 2.387 3.746 0.01 0.05 0.20
C -2.493 1.982 2.485 0.01 0.08 -0.17
N -1.215 1.693 2.240 -0.03 -0.32 -0.02
C 4.600 1.577 4.237 -0.24 -0.05 -0.17
C 4.446 2.093 5.520 0.00 0.02 0.06
C 5.570 2.286 6.307 0.33 0.02 0.14
N 6.814 2.007 5.911 -0.49 -0.09 -0.36
C 6.952 1.512 4.678 0.21 0.08 0.27
C 5.893 1.281 3.815 0.03 -0.01 -0.01
H 2.734 -0.187 -3.897 0.03 -0.01 0.01
H 0.582 0.432 -2.772 -0.01 -0.01 0.00
H 4.584 -0.474 -0.220 0.04 0.01 -0.07
H 4.556 0.583 1.678 0.02 0.01 0.01
H 1.954 2.098 4.735 0.01 0.01 0.00
H -0.078 2.289 5.332 -0.05 -0.02 0.05
H -3.942 2.616 3.937 0.02 0.03 0.04
H -3.199 1.888 1.671 -0.01 -0.05 0.01
H 3.485 2.351 5.938 0.01 0.00 0.02
H 5.465 2.686 7.308 0.02 0.00 0.01
H 7.963 1.288 4.362 0.01 0.01 0.02
H 6.115 0.878 2.838 0.02 0.00 0.00
O -2.218 -0.596 1.127 -0.08 -0.66 0.44
C -1.527 -1.684 1.272 -0.04 0.29 -0.45
O -0.261 -1.516 1.444 -0.59 -0.33 0.30
C -2.121 -2.926 0.761 0.01 0.07 0.03
C -2.583 -4.001 1.493 0.05 -0.05 -0.03
C -3.174 -5.052 0.804 -0.03 -0.06 -0.01
C -3.279 -5.019 -0.580 0.01 0.04 0.00
C -2.783 -3.941 -1.306 0.00 -0.13 -0.04
C -2.206 -2.870 -0.641 -0.01 0.22 0.04
P -1.431 -1.465 -1.558 0.07 -0.75 0.21
C -2.717 -0.788 -2.618 0.05 0.13 -0.12
C -2.367 -0.082 -3.773 -0.01 0.12 -0.05
C -3.345 0.531 -4.542 -0.01 -0.03 0.07
C -4.677 0.462 -4.151 0.00 -0.03 0.04
C -5.029 -0.218 -2.990 0.07 0.01 -0.01
C -4.053 -0.843 -2.222 -0.10 -0.03 -0.05
C -0.187 -2.347 -2.533 -0.04 0.04 -0.19
C 0.894 -2.886 -1.828 0.06 -0.02 0.08
C 1.845 -3.649 -2.483 -0.01 0.03 -0.07
C 1.733 -3.871 -3.854 0.00 0.01 0.05
C 0.657 -3.350 -4.556 -0.02 0.04 0.08
C -0.311 -2.596 -3.897 0.08 -0.04 -0.10
H -2.497 -4.026 2.571 -0.01 0.03 -0.01
H -3.555 -5.901 1.355 0.00 0.00 -0.02
H -3.745 -5.846 -1.100 0.02 0.01 -0.01
H -2.842 -3.950 -2.389 -0.01 0.02 0.01
H -1.334 -0.021 -4.097 -0.02 -0.01 0.02
H -3.068 1.048 -5.452 -0.02 -0.01 0.02
H -5.443 0.925 -4.759 0.00 0.00 0.02
H -6.066 -0.279 -2.689 0.01 0.00 -0.01
H -4.342 -1.387 -1.330 0.02 -0.01 -0.01
H 0.980 -2.750 -0.752 -0.04 0.04 -0.01
H 2.668 -4.081 -1.928 -0.01 0.01 -0.02
H 2.477 -4.466 -4.368 -0.01 0.01 0.01
H 0.556 -3.543 -5.616 -0.01 0.00 0.01
H -1.160 -2.227 -4.458 0.01 -0.02 0.03
Cl 0.433 5.569 -1.807 0.01 0.02 -0.02
C -0.677 4.282 -1.624 0.13 0.22 -0.07
C -1.940 4.331 -2.200 -0.16 0.03 -0.08
C -2.810 3.272 -2.001 -0.04 0.15 -0.01
C -2.395 2.198 -1.244 0.18 -0.05 0.08
N -1.155 2.133 -0.714 -0.20 0.31 -0.30
C -0.308 3.175 -0.897 -0.22 -0.39 0.09
H -2.232 5.193 -2.788 0.01 -0.01 0.01
H -3.804 3.276 -2.424 0.00 0.02 0.01
H -3.060 1.363 -1.062 0.02 -0.06 -0.03
H 0.678 3.118 -0.453 -0.01 -0.04 0.01
```
Forces are in eV/Å.

Values from the calculation:
Net charge = +3
Energy above the lowest of the compared OMol25 structures with the same formula, charge and spin = 0.0 kcal per mole
Largest force on an atom = 1.20 eV/Å
HOMO-LUMO gap = 6.348 eV
LUMO = -9.8 eV
E_HOMO = -16.15 eV

=====

# C18H13Cl2N5O2

A single C18H13Cl2N5O2 molecule at a distorted geometry (ωB97M-V/def2-TZVPD, OMol25).

XYZ file:
```
40
Properties=species:S:1:pos:R:3:forces:R:3
C 1.818 1.572 -1.911 -0.29 -0.71 0.13
C 0.416 1.834 -1.359 -0.38 0.20 -0.82
C -0.744 1.489 -2.333 0.31 -1.27 -0.50
C -1.990 2.057 -2.194 -0.41 0.74 -0.19
C -3.030 1.770 -3.084 0.10 0.30 0.29
Cl -4.461 2.846 -2.963 0.83 -1.16 -0.28
C -2.877 0.763 -4.040 -1.03 0.23 -0.59
C -1.676 0.097 -4.126 0.80 0.77 1.06
Cl -1.362 -1.157 -5.277 -0.34 0.07 -0.01
C -0.633 0.470 -3.285 0.84 -0.64 -0.31
N 0.363 3.225 -0.907 -1.02 -1.03 -1.06
C 0.101 3.354 0.416 2.81 1.12 0.01
O 0.375 4.352 1.034 -1.02 0.86 0.74
C 0.008 2.018 0.934 -1.79 -1.96 2.12
C -0.253 1.597 2.214 0.18 -0.54 -0.42
C -0.302 0.155 2.497 1.32 0.63 -0.37
C 0.032 -0.746 1.509 -1.07 0.96 0.40
N -0.017 -2.163 1.707 -0.05 1.23 -1.15
C 0.651 -2.840 2.702 0.35 -0.09 -1.09
C 0.720 -4.228 2.568 -0.80 -0.12 -0.22
C 1.503 -4.898 3.458 -0.34 0.20 0.23
N 2.151 -4.253 4.439 0.37 0.35 0.34
C 2.013 -2.923 4.479 0.09 -1.24 -0.48
N 1.310 -2.184 3.633 -0.16 0.53 0.37
C 0.233 -0.234 0.111 -0.78 -0.83 0.56
O 0.354 -1.023 -0.806 0.43 -0.32 -0.81
N 0.145 1.138 -0.104 0.67 -0.85 1.41
H 1.980 0.505 -2.098 -0.10 0.28 -0.01
H 1.922 2.120 -2.838 0.14 0.11 -0.23
H 2.564 1.909 -1.190 -0.07 0.04 0.00
H -2.134 2.801 -1.428 -0.18 0.24 0.00
H -3.621 0.470 -4.778 -0.27 0.42 0.36
H 0.251 -0.152 -3.424 0.10 0.54 0.38
H 0.937 3.909 -1.355 0.06 0.36 -0.20
H -0.398 2.357 2.990 0.06 -0.48 -0.35
H -0.380 -0.210 3.532 -0.33 0.32 -0.61
H -0.182 -2.720 0.856 0.19 0.74 0.58
H 0.095 -4.718 1.819 0.42 -0.02 0.15
H 1.548 -5.980 3.375 0.37 0.07 0.34
H 2.570 -2.382 5.228 0.01 -0.05 0.25
```
Forces are in eV/Å.

Values from the calculation:
Net charge = 0
Energy above the lowest of the compared OMol25 structures with the same formula, charge and spin = 0.0 kcal per mole
Largest force on an atom = 3.40 eV/Å
HOMO-LUMO gap = 8.044 eV
LUMO = -0.4 eV
E_HOMO = -8.41 eV
SMILES string = C[C@]1(c2cc(Cl)cc(Cl)c2)NC(=O)c2ccc(Nc3ccncn3)c(=O)n21